Computed, not measured: a 12-piece molecular cluster, C36H96O12 overall in a non-equilibrium geometry, with ωB97M-V/def2-TZVPD.

Positions of all 144 atoms, in Å:
C: -1.8772 2.0993 -5.0034
C: -2.2173 2.7281 -3.6637
C: -1.3170 3.9752 -3.4649
O: -3.5609 3.1245 -3.6810
H: -1.9042 2.7470 -5.8796
H: -2.5133 1.2222 -5.1223
H: -0.8298 1.8054 -4.9348
H: -2.0282 2.0068 -2.8687
H: -1.3184 4.3939 -2.4585
H: -1.5162 4.7093 -4.2457
H: -0.2474 3.7830 -3.5486
H: -3.7067 3.7001 -4.4353
C: 0.3597 -0.3049 0.0764
C: 1.3723 0.5550 0.8636
C: 1.4705 1.9560 0.3263
O: 1.0530 0.6202 2.2461
H: 0.4544 -0.1472 -0.9980
H: -0.6441 -0.1519 0.4727
H: 0.5410 -1.3762 0.1632
H: 2.3974 0.1974 0.7673
H: 0.5010 2.4519 0.3719
H: 1.7258 1.8549 -0.7285
H: 2.1738 2.5812 0.8763
H: 1.7698 1.0972 2.6707
C: -5.3634 -3.6692 3.1373
C: -4.2209 -4.1787 2.1687
C: -3.0321 -4.9302 2.8577
O: -4.8174 -4.9732 1.1785
H: -6.0255 -3.1254 2.4636
H: -5.0732 -2.9028 3.8560
H: -5.9019 -4.5107 3.5732
H: -3.9246 -3.2674 1.6492
H: -2.5435 -4.2253 3.5304
H: -2.3068 -5.1501 2.0743
H: -3.2508 -5.8065 3.4679
H: -4.1366 -5.2938 0.5824
C: 2.3878 3.7546 7.1395
C: 2.3354 3.8470 5.5954
C: 2.8614 5.2082 5.0951
O: 3.1099 2.8374 5.1468
H: 3.4042 3.8939 7.5077
H: 1.9505 2.8423 7.5454
H: 1.8466 4.5825 7.5976
H: 1.2913 3.7200 5.3093
H: 3.8972 5.3461 5.4052
H: 2.2317 6.0171 5.4655
H: 2.7997 5.3330 4.0141
H: 3.9611 2.8965 5.5867
C: -6.8226 -0.4774 -3.7332
C: -7.1693 -0.0871 -2.2488
C: -6.1320 -0.4750 -1.2366
O: -7.3827 1.2825 -2.3007
H: -7.0087 -1.5472 -3.8287
H: -5.7941 -0.2254 -3.9917
H: -7.3962 0.0288 -4.5096
H: -8.0895 -0.5683 -1.9176
H: -5.1684 -0.0705 -1.5465
H: -6.0031 -1.5555 -1.1749
H: -6.2735 -0.0957 -0.2246
H: -6.5143 1.6715 -2.4279
C: -5.1654 4.1215 1.3418
C: -4.1243 3.1600 1.8869
C: -2.9646 3.9757 2.5266
O: -4.5917 2.3197 2.8420
H: -4.6549 4.8181 0.6768
H: -5.5817 4.7333 2.1421
H: -5.9879 3.7309 0.7426
H: -3.6948 2.6835 1.0056
H: -2.1708 3.2888 2.8200
H: -3.2689 4.3850 3.4900
H: -2.4795 4.7971 1.9993
H: -3.8622 1.7744 3.1454
C: 6.1407 -2.6342 0.7630
C: 6.6075 -1.2194 0.4264
C: 6.4945 -0.2853 1.6434
O: 7.9221 -1.2072 0.0243
H: 6.3955 -3.3534 -0.0155
H: 5.0535 -2.6370 0.8408
H: 6.5664 -3.0435 1.6791
H: 6.0798 -0.6745 -0.3564
H: 7.2085 -0.6139 2.3986
H: 5.5257 -0.3019 2.1426
H: 6.7708 0.7407 1.4006
H: 7.9470 -1.7723 -0.7513
C: -3.3304 0.2795 6.8170
C: -1.9706 0.2026 6.0761
C: -0.9915 -0.7308 6.7582
O: -2.3028 -0.2679 4.7961
H: -3.9961 1.0009 6.3432
H: -3.2692 0.5633 7.8677
H: -3.8411 -0.6807 6.7436
H: -1.5178 1.1891 5.9770
H: -0.7741 -0.4556 7.7903
H: -0.0191 -0.6948 6.2671
H: -1.2705 -1.7836 6.8015
H: -1.5406 -0.0909 4.2398
C: 2.1396 -6.1331 -1.6505
C: 2.9238 -6.8339 -2.7319
C: 1.9972 -7.1748 -3.9347
O: 3.9046 -5.9932 -3.0722
H: 2.6875 -6.1888 -0.7098
H: 1.2111 -6.6599 -1.4306
H: 1.9865 -5.0818 -1.8943
H: 3.2768 -7.8097 -2.3981
H: 1.3979 -8.0508 -3.6863
H: 2.6279 -7.3290 -4.8103
H: 1.3031 -6.3456 -4.0717
H: 4.4304 -6.5306 -3.6691
C: 3.7127 -0.1192 -4.5659
C: 3.2711 -1.6029 -4.6318
C: 2.4284 -1.9824 -5.7982
O: 4.4609 -2.3153 -4.5775
H: 4.2408 0.0656 -3.6304
H: 2.8355 0.5192 -4.4612
H: 4.2844 0.1377 -5.4577
H: 2.7761 -1.7734 -3.6758
H: 2.9970 -1.8154 -6.7130
H: 1.4956 -1.4250 -5.7128
H: 2.2463 -3.0517 -5.6910
H: 4.2769 -3.0999 -4.0557
C: -4.6547 -5.2055 -3.7481
C: -3.1499 -5.2780 -3.4572
C: -2.5836 -3.8839 -3.3101
O: -2.9709 -5.8148 -2.1326
H: -4.8672 -4.5815 -4.6162
H: -5.1418 -4.7943 -2.8639
H: -5.0083 -6.2245 -3.9049
H: -2.6079 -5.8571 -4.2048
H: -1.5113 -3.9247 -3.1193
H: -3.0798 -3.3644 -2.4903
H: -2.7399 -3.2642 -4.1931
H: -3.2289 -6.7382 -2.0833
C: 7.5387 8.1119 -0.8866
C: 6.0848 7.5684 -1.1432
C: 5.7854 6.2911 -0.3091
O: 5.1434 8.5430 -0.6912
H: 7.6749 8.9717 -1.5426
H: 8.2084 7.2877 -1.1320
H: 7.6829 8.3200 0.1736
H: 5.9547 7.2950 -2.1904
H: 5.6881 6.5099 0.7542
H: 6.5556 5.5199 -0.3112
H: 4.8607 5.8028 -0.6169
H: 4.2493 8.2319 -0.8508

The value obtained for the HOMO-LUMO gap is 9.834 eV. The structure (SMILES) is CC(C)O.CC(C)O.CC(C)O.CC(C)O.CC(C)O.CC(C)O.CC(C)O.CC(C)O.CC(C)O.CC(C)O.CC(C)O.CC(C)O. The net charge is 0. The value obtained for the relative energy (zero: lowest compared OMol25 entry of this formula, charge and spin) is 427.97 kJ/mol.

Computed, not measured: a 7-piece molecular cluster, C4H23N3O7 overall in a non-equilibrium geometry, with ωB97M-V/def2-TZVPD.

Positions of all 37 atoms, in Å:
C: -1.7797 0.9438 -0.9584
C: -0.6482 0.0872 -0.4008
C: 0.2793 -0.4389 -1.5207
N: 1.3772 0.5547 -1.6792
N: -1.2495 -1.0964 0.2982
C: -0.7365 -1.4859 1.5407
N: -1.5019 -2.3110 2.2948
O: 0.3693 -1.1161 1.9431
H: -2.4736 0.4162 -1.6685
H: -2.4399 1.3435 -0.1453
H: -1.3344 1.7977 -1.5197
H: 0.0001 0.6904 0.3354
H: 0.6621 -1.4628 -1.2468
H: -0.3038 -0.5017 -2.4666
H: 1.8297 0.3979 -2.5451
H: 2.0652 0.4216 -0.9226
H: -2.2545 -1.2598 0.0701
H: -2.3503 -2.8032 1.9317
H: -1.1008 -2.7416 3.1338
O: -0.3806 1.8320 -3.9057
H: -0.4909 2.7799 -4.0388
H: 0.0790 1.7428 -3.0773
O: 0.8365 2.9331 0.2619
H: 1.4256 2.5131 0.8520
H: 0.9170 2.4023 -0.5101
O: 2.6542 -0.8933 0.5330
H: 1.7919 -1.1140 0.9178
H: 3.3144 -1.5771 0.7968
O: 2.2414 1.3576 1.9267
H: 2.6923 0.6881 1.4313
H: 1.5751 0.8969 2.3925
O: -0.9306 -3.7987 -1.3576
H: -0.7409 -2.9919 -0.9213
H: -0.6097 -3.6541 -2.1909
O: -1.4646 2.5404 1.5907
H: -1.2686 1.6737 1.9360
H: -0.6593 2.8348 1.1566

The value obtained for the HOMO-LUMO gap is 10.415 eV. The structure (SMILES) is C[C@H](CN)NC(N)=O.O.O.O.O.O.O. The net charge is 0. The value obtained for the relative energy (zero: lowest compared OMol25 entry of this formula, charge and spin) is 116.49 kJ/mol.

Computed, not measured: C17H20N3OSc as an isolated structure in a non-equilibrium geometry, with ωB97M-V/def2-TZVPD.

Positions of all 42 atoms, in Å:
Sc: 0.1730 0.1378 0.0432
C: -1.5794 1.6891 0.9832
C: -0.8627 2.4083 -0.0251
C: -1.1413 1.7951 -1.2811
H: -0.2342 3.2820 0.0905
C: -2.0779 0.7403 -1.0607
C: -2.3447 0.6786 0.3335
H: -3.0679 0.0147 0.8048
H: -1.5731 1.8795 2.0549
H: -0.7373 2.1262 -2.2357
H: -2.5726 0.1496 -1.8274
C: 0.8482 -1.0031 2.1662
C: -0.5694 -1.1240 2.1382
C: -0.9177 -1.9817 1.0556
H: -1.2562 -0.6835 2.8552
C: 0.2781 -2.3807 0.4095
C: 1.3760 -1.7564 1.0737
H: 2.4278 -1.8667 0.8053
H: 1.4250 -0.4662 2.9091
H: -1.9086 -2.3512 0.7876
H: 0.3339 -3.1256 -0.3817
O: 0.4089 -0.5886 -1.7100
C: -0.0383 -3.1071 -3.2791
C: 0.8859 -2.0301 -3.6085
C: -1.4798 -2.9382 -3.4989
C: 0.4863 -4.4205 -2.8700
C: 1.4321 -1.2260 -2.4009
H: 0.3517 -1.3263 -4.2616
H: 1.7509 -2.4772 -4.1215
H: 1.9599 -1.9114 -1.7129
H: 2.1725 -0.4844 -2.7549
H: -1.7538 -3.1828 -4.5396
H: -1.7891 -1.9050 -3.2892
H: -2.0539 -3.6142 -2.8493
H: 0.6994 -5.0591 -3.7428
H: -0.2500 -4.9564 -2.2547
H: 1.4186 -4.3182 -2.3000
N: 1.6383 1.4290 1.0142
C: 1.7237 2.2466 1.8606
N: 1.9410 3.1720 2.7100
C: 1.0646 4.0456 3.1534
N: 0.3352 4.8454 3.6007

The value obtained for the HOMO-LUMO gap (alpha / beta) is 2.738 / 2.739 eV. The net charge is -2.